Entry 1:
The following is a quantum chemistry calculation of a 9-piece molecular cluster, C42H93N3O12S6 overall at a distorted geometry, from the Open Molecules 2025 dataset.

Last column: Mulliken charge in e.
Cartesian coordinates (Å):
O1 7.3163 2.9854 -2.3496  -0.636
S1 8.0696 2.1493 -3.2966  1.064
O2 7.7235 0.6887 -3.3443  -0.649
C1 8.0473 2.9380 -4.9184  -0.702
C2 9.5125 3.0079 -5.4380  -0.579
C3 10.3816 3.2058 -4.1596  -0.620
C4 9.9274 2.2666 -3.0608  -0.663
H1 7.7703 3.9473 -4.6139  0.337
H2 7.2101 2.5813 -5.5183  0.428
H3 9.7487 2.0765 -5.9524  0.309
H4 9.7878 3.8223 -6.1081  0.339
H5 10.2051 4.2012 -3.7519  0.294
H6 11.4154 3.1783 -4.5040  0.346
H7 10.0365 2.5556 -2.0155  0.400
H8 10.2557 1.2385 -3.2140  0.331
O3 3.2579 -1.2810 -11.2123  -0.635
S2 2.2521 -1.4457 -10.1318  1.037
O4 2.0260 -0.3809 -9.1316  -0.628
C5 0.6345 -1.9176 -10.9570  -0.620
C6 0.5015 -3.3977 -10.6982  -0.599
C7 1.0542 -3.7698 -9.3261  -0.616
C8 2.4714 -3.0851 -9.2663  -0.712
H9 0.5849 -1.5290 -11.9742  0.400
H10 -0.0470 -1.2582 -10.4196  0.314
H11 -0.5092 -3.8056 -10.7136  0.346
H12 0.8921 -3.9902 -11.5255  0.307
H13 1.2056 -4.8361 -9.1583  0.339
H14 0.3785 -3.4974 -8.5154  0.308
H15 3.1702 -3.6544 -9.8793  0.341
H16 2.9325 -2.9477 -8.2882  0.417
O5 -4.2101 8.6517 -2.0048  -0.627
S3 -3.6175 7.4404 -1.4843  1.022
O6 -2.9664 6.4895 -2.3680  -0.619
C9 -2.4111 7.9442 -0.1597  -0.703
C10 -2.8341 7.2235 1.1534  -0.649
C11 -4.3757 6.9410 1.1404  -0.489
C12 -4.6895 6.4941 -0.3233  -0.779
H17 -2.7047 8.9705 0.0605  0.304
H18 -1.3957 8.1014 -0.5236  0.447
H19 -2.2622 6.3084 1.3070  0.323
H20 -2.5520 7.7594 2.0597  0.352
H21 -5.0008 7.8172 1.3127  0.314
H22 -4.6174 6.0642 1.7412  0.298
H23 -5.7061 6.2650 -0.6429  0.453
H24 -4.2002 5.5233 -0.4014  0.352
O7 -1.0630 -0.7893 0.2941  -0.624
S4 0.2396 -0.3681 -0.1711  1.063
O8 1.0699 0.4774 0.6409  -0.640
C13 1.1532 -1.7738 -0.8651  -0.652
C14 0.6697 -1.8435 -2.2548  -0.626
C15 0.7486 -0.4708 -2.8741  -0.595
C16 0.0631 0.5044 -1.8499  -0.642
H25 1.0372 -2.6188 -0.1864  0.420
H26 2.1927 -1.4478 -0.9031  0.321
H27 1.2299 -2.5651 -2.8495  0.327
H28 -0.3741 -2.1574 -2.2668  0.334
H29 0.2416 -0.4822 -3.8390  0.310
H30 1.8270 -0.3408 -2.9657  0.304
H31 -0.9983 0.5345 -2.0961  0.324
H32 0.4551 1.5196 -1.7900  0.378
O9 9.1206 -2.4215 5.8459  -0.632
S5 8.9152 -1.1617 5.1652  1.069
O10 9.6506 -0.8066 3.9425  -0.634
C17 7.0889 -1.1111 4.9185  -0.723
C18 6.5887 0.1596 5.5651  -0.544
C19 7.5132 0.4213 6.7365  -0.666
C20 9.0050 0.2589 6.3354  -0.629
H33 6.7238 -1.9390 5.5262  0.327
H34 6.9477 -1.3861 3.8733  0.415
H35 6.8014 0.8941 4.7883  0.273
H36 5.5103 0.1088 5.7153  0.344
H37 7.3256 -0.3172 7.5158  0.317
H38 7.2522 1.3480 7.2477  0.361
H39 9.7211 0.0928 7.1402  0.387
H40 9.2563 1.1755 5.8016  0.334
O11 -0.7019 -3.4938 6.0766  -0.624
S6 -1.5086 -3.3767 7.2794  1.084
O12 -0.9431 -3.4532 8.6131  -0.634
C21 -2.5232 -1.7723 7.2872  -0.682
C22 -3.9244 -2.2255 6.9215  -0.541
C23 -4.1666 -3.5881 7.5286  -0.633
C24 -2.9428 -4.5158 7.1690  -0.700
H41 -2.0849 -1.0520 6.5965  0.372
H42 -2.4803 -1.4233 8.3189  0.346
H43 -4.7038 -1.5432 7.2609  0.321
H44 -4.0830 -2.3131 5.8467  0.296
H45 -5.1126 -4.0519 7.2494  0.353
H46 -4.0722 -3.5255 8.6127  0.299
H47 -2.9821 -4.8876 6.1451  0.347
H48 -2.6804 -5.3896 7.7653  0.394
C25 -7.5087 -7.7190 1.3710  -1.023
C26 -6.4569 -7.5018 2.4374  -0.796
N1 -5.5133 -8.5832 2.4624  0.057
C27 -5.9939 -9.8574 2.9250  -0.408
C28 -6.7682 -9.6866 4.2647  -1.457
C29 -4.7147 -8.7706 1.2821  -0.566
C30 -3.8248 -7.5644 0.8859  -1.224
H49 -8.0345 -8.6699 1.4574  0.260
H50 -7.0574 -7.5775 0.3890  0.282
H51 -8.2713 -6.9599 1.5451  0.422
H52 -5.9491 -6.5379 2.4046  0.377
H53 -6.9123 -7.4077 3.4233  0.422
H54 -6.6973 -10.3361 2.2437  0.318
H55 -5.1651 -10.5460 3.0892  0.467
H56 -6.7301 -10.6688 4.7357  0.433
H57 -6.1993 -9.0827 4.9717  0.387
H58 -7.8462 -9.5260 4.2551  0.321
H59 -5.4066 -8.9222 0.4537  0.332
H60 -4.2135 -9.7384 1.2969  0.445
H61 -4.4164 -6.6494 0.9137  0.253
H62 -3.3341 -7.6251 -0.0855  0.377
H63 -3.0500 -7.4105 1.6369  0.321
C31 -5.9436 -3.7654 -7.6626  -1.169
C32 -6.5145 -3.0189 -8.8736  -0.575
N2 -5.7599 -1.7432 -9.1498  0.073
C33 -5.8896 -1.3708 -10.6044  -0.471
C34 -7.3044 -1.2573 -11.0917  -1.111
C35 -6.0104 -0.7137 -8.1628  -0.405
C36 -4.9876 0.4804 -8.4057  -1.222
H64 -6.5577 -4.6268 -7.4000  0.370
H65 -5.8043 -3.1029 -6.8083  0.304
H66 -5.0048 -4.2405 -7.9473  0.279
H67 -6.4241 -3.7618 -9.6661  0.370
H68 -7.5850 -2.8812 -8.7217  0.335
H69 -5.3814 -0.4365 -10.8430  0.234
H70 -5.3826 -2.0768 -11.2621  0.331
H71 -7.8008 -0.3361 -10.7863  0.274
H72 -7.4017 -1.3270 -12.1751  0.430
H73 -7.9302 -2.1098 -10.8279  0.283
H74 -5.8635 -1.0176 -7.1264  0.303
H75 -7.0664 -0.4463 -8.2010  0.369
H76 -3.9952 0.0943 -8.1732  0.290
H77 -5.1431 1.2786 -7.6798  0.388
H78 -4.9302 0.8815 -9.4176  0.319
C37 2.0748 6.1938 8.0308  -1.320
C38 2.1831 7.4906 8.9338  -0.461
N3 3.2778 8.3145 8.4344  -0.029
C39 3.2650 9.5706 9.2196  -0.504
C40 4.2993 10.5907 8.6086  -1.212
C41 4.5734 7.6200 8.3930  -0.779
C42 4.9830 7.1911 9.7271  -0.949
H79 2.7611 5.3865 8.2866  0.287
H80 2.1839 6.4256 6.9713  0.341
H81 1.1605 5.6296 8.2150  0.412
H82 1.2521 8.0501 8.8429  0.446
H83 2.2716 7.2291 9.9882  0.358
H84 2.3371 10.1424 9.2356  0.427
H85 3.4192 9.4338 10.2899  0.357
H86 4.1630 10.8643 7.5624  0.306
H87 4.1857 11.5205 9.1660  0.408
H88 5.2984 10.1577 8.6573  0.255
H89 5.3861 8.2126 7.9731  0.347
H90 4.5093 6.7757 7.7066  0.360
H91 5.9652 6.7427 9.5776  0.417
H92 4.3890 6.3719 10.1322  0.277
H93 5.1338 8.0025 10.4392  0.256

**Energy relative to the best compared isomer or geometry (same formula, charge and spin)**: 89.1 kcal per mole
**Total charge**: 0
**SMILES**: O=S1(=O)CCCC1.O=S1(=O)CCCC1.O=S1(=O)CCCC1.O=S1(=O)CCCC1.O=S1(=O)CCCC1.O=S1(=O)CCCC1.CCN(CC)CC.CCN(CC)CC.CCN(CC)CC
**Highest occupied orbital energy**: -0.2974 hartree
**2S+1**: 1

***

Entry 2:
The following is a quantum chemistry calculation of a 4-piece molecular cluster, C42H93NO3P2 overall at a distorted geometry, from the Open Molecules 2025 dataset.

Last column: Mulliken charge in e.
Cartesian coordinates (Å):
C1 3.5817 -7.9821 -1.0991  -1.296
C2 2.1395 -7.6490 -1.5326  -0.563
C3 1.9680 -6.1463 -1.3203  -0.808
C4 0.7038 -5.5460 -0.7368  -0.584
N1 -0.5272 -5.7370 -1.7287  0.371
C5 -1.1466 -7.1424 -1.6770  -0.484
C6 -2.5597 -6.8521 -2.1879  -0.836
C7 -2.9360 -5.4275 -1.6255  -0.816
C8 -1.6241 -4.7536 -1.1877  0.187
C9 -0.1444 -5.2728 -3.1535  -1.148
H1 4.2878 -7.4919 -1.7694  0.340
H2 3.7269 -9.0490 -1.2685  0.391
H3 3.7471 -7.6307 -0.0806  0.367
H4 1.3614 -8.2257 -1.0327  0.357
H5 1.7828 -7.9632 -2.5135  0.355
H6 2.0953 -5.6662 -2.2905  0.378
H7 2.6569 -5.8507 -0.5289  0.438
H8 0.7352 -4.4773 -0.5247  0.341
H9 0.4166 -6.2090 0.0793  0.484
H10 -0.7180 -7.8505 -2.3862  0.298
H11 -1.1368 -7.4956 -0.6459  0.443
H12 -2.8759 -6.9204 -3.2288  0.384
H13 -3.1711 -7.5514 -1.6175  0.355
H14 -3.3881 -4.9805 -2.5108  0.267
H15 -3.8095 -5.3790 -0.9753  0.512
H16 -1.6806 -3.7546 -1.6198  -0.006
H17 -1.5666 -4.6741 -0.1022  -0.064
H18 -0.9895 -5.0626 -3.8089  0.358
H19 0.3874 -6.1148 -3.5966  0.365
H20 0.4389 -4.3658 -2.9945  0.432
C10 5.7143 9.7747 -1.4955  -1.118
C11 4.9091 8.4685 -1.0239  -0.663
C12 3.8873 7.8410 -2.0925  -0.584
C13 2.6593 8.7840 -2.4948  -0.814
P1 1.7032 8.2785 -3.9834  0.833
C14 1.4466 6.5204 -3.6478  -1.669
C15 0.3704 5.7945 -4.5259  -0.415
C16 0.3995 4.2735 -4.0784  -0.628
C17 -0.7578 3.4009 -4.5495  -1.142
C18 2.6813 8.5616 -5.5068  -1.258
C19 3.1345 9.9353 -5.8110  -0.335
C20 3.8870 9.8332 -7.1840  -0.705
C21 5.3226 9.1964 -7.2462  -1.171
C22 0.0448 9.0229 -4.1338  -1.102
C23 -0.6091 8.9611 -5.6105  -0.217
C24 -2.0991 9.4045 -5.6012  -0.891
C25 -2.3684 10.9514 -5.5947  -1.152
H21 6.1285 9.5634 -2.4813  0.282
H22 6.4920 10.1824 -0.8497  0.357
H23 5.0978 10.6525 -1.6893  0.313
H24 4.2896 8.8712 -0.2226  0.311
H25 5.5402 7.6498 -0.6782  0.393
H26 3.6301 6.8797 -1.6478  0.311
H27 4.4909 7.6155 -2.9717  0.352
H28 3.0620 9.7734 -2.7118  0.487
H29 1.9690 8.7097 -1.6546  0.598
H30 1.1640 6.4512 -2.5973  0.579
H31 2.3643 5.9367 -3.7197  0.631
H32 0.6542 5.7838 -5.5782  0.328
H33 -0.6294 6.1723 -4.3119  0.350
H34 0.3902 4.2074 -2.9905  0.381
H35 1.4048 3.9611 -4.3612  0.382
H36 -0.6513 2.3560 -4.2583  0.158
H37 -0.6988 3.4670 -5.6359  0.363
H38 -1.7192 3.7427 -4.1660  0.358
H39 2.1560 8.0892 -6.3368  0.681
H40 3.5891 8.0586 -5.1736  0.407
H41 3.6988 10.3134 -4.9585  0.330
H42 2.2328 10.5473 -5.8308  0.404
H43 3.8881 10.7328 -7.7993  0.464
H44 3.2706 9.1871 -7.8090  0.343
H45 6.0801 9.9023 -6.9056  0.302
H46 5.5920 8.9752 -8.2789  0.387
H47 5.2948 8.2050 -6.7941  0.313
H48 0.1942 10.0732 -3.8835  0.596
H49 -0.6071 8.4900 -3.4416  0.557
H50 -0.7301 7.9648 -6.0359  0.150
H51 -0.0084 9.5210 -6.3272  0.378
H52 -2.5524 8.9920 -4.6998  0.355
H53 -2.7099 8.9363 -6.3730  0.471
H54 -3.4262 11.1408 -5.4124  0.380
H55 -2.0082 11.2571 -6.5770  0.299
H56 -1.8287 11.5206 -4.8378  0.293
C26 -0.9347 -2.1385 1.6970  -0.453
C27 0.4111 -2.3404 2.2480  -0.673
C28 0.3894 -3.4238 3.3564  -0.591
C29 -0.2473 -2.9037 4.7210  -0.804
P2 -1.0182 -4.2949 5.7662  0.689
C30 -2.5261 -4.8365 4.8581  -0.738
C31 -3.6767 -3.8367 4.8872  -0.693
C32 -4.7853 -3.7356 3.8327  -0.458
C33 -5.8665 -2.7478 4.1914  -1.319
C34 0.0948 -5.7505 5.8875  -1.193
C35 -0.5893 -6.9693 6.4838  -0.036
C36 0.6090 -7.9612 6.7553  -0.657
C37 0.7570 -8.9213 5.5709  -1.091
C38 -1.5295 -3.6515 7.4073  -0.930
C39 -2.4592 -4.5016 8.2655  -0.558
C40 -3.1729 -3.7460 9.3921  -0.592
C41 -4.0469 -4.6215 10.2901  -1.405
H57 -1.5859 -1.5565 2.3492  0.429
H58 -1.4533 -3.0264 1.3355  -0.120
H59 -0.7788 -1.6025 0.7607  0.168
H60 0.9148 -1.3817 2.3715  0.354
H61 1.0995 -2.7921 1.5337  0.256
H62 1.3886 -3.8069 3.5637  0.537
H63 -0.1826 -4.2658 2.9666  0.190
H64 -1.0048 -2.1696 4.4463  0.486
H65 0.5428 -2.4533 5.3218  0.616
H66 -2.9313 -5.7676 5.2542  0.639
H67 -2.1196 -5.0570 3.8710  0.617
H68 -3.2745 -2.8239 4.9099  0.274
H69 -4.2418 -3.9561 5.8116  0.141
H70 -5.1766 -4.7339 3.6364  0.396
H71 -4.2691 -3.3880 2.9378  0.179
H72 -6.2305 -3.0028 5.1867  0.346
H73 -6.7545 -2.9457 3.5910  0.396
H74 -5.5696 -1.7063 4.0679  0.332
H75 0.9166 -5.3377 6.4727  0.559
H76 0.5368 -6.0480 4.9366  0.448
H77 -1.3727 -7.3268 5.8156  0.332
H78 -0.9611 -6.5946 7.4374  -0.102
H79 0.5136 -8.5161 7.6887  0.430
H80 1.5383 -7.4278 6.9554  0.368
H81 1.6034 -9.6081 5.5778  0.370
H82 0.7120 -8.2361 4.7244  0.194
H83 -0.0286 -9.6381 5.3320  0.310
H84 -2.0351 -2.6963 7.2662  0.433
H85 -0.6263 -3.4219 7.9727  0.629
H86 -2.0264 -5.3591 8.7807  0.361
H87 -3.3011 -4.9182 7.7126  0.185
H88 -3.7414 -2.9640 8.8886  0.401
H89 -2.3864 -3.2597 9.9691  0.360
H90 -4.6324 -3.9298 10.8957  0.381
H91 -3.4863 -5.2630 10.9700  0.364
H92 -4.7726 -5.3034 9.8468  0.356
O1 -0.8951 -0.0225 -2.3399  -0.386
C42 -0.5226 -1.2173 -2.3097  0.949
O2 -0.9050 -1.9329 -3.2771  -0.465
O3 0.2603 -1.6094 -1.4364  -0.357
H93 -1.3543 -0.2159 -3.1605  0.316

**Total charge**: +3
**Highest occupied orbital energy (spin up / spin down)**: -0.5891 / -0.5891 hartree
**Expectation value of S²**: 0.759
**2S+1**: 2

***

> Look up the total charge of the second one.

+3

***

> Among the records above, which one has the highest total charge?

C42H93NO3P2

***

> Look up the 2S+1 of the second one.

2

***

> What is the formula in the first record?

C42H93N3O12S6